[1]
ORCA calculation (ωB97M-V with the def2-TZVPD basis set) on C5H10O2 in the gas phase.

Cartesian coordinates (Å):
C 2.32 -0.39 0.76
O 0.93 -0.22 0.60
C 0.56 -0.19 -0.77
C -0.91 0.09 -0.94
C -1.93 -0.58 -0.04
C -1.68 0.91 0.07
O -1.07 1.52 1.16
H 2.65 -1.35 0.33
H 2.53 -0.38 1.83
H 2.88 0.42 0.27
H 1.15 0.59 -1.29
H 0.82 -1.15 -1.23
H -1.18 0.21 -1.99
H -2.87 -0.89 -0.49
H -1.55 -1.24 0.73
H -2.47 1.54 -0.31
H -0.22 1.08 1.30

Calculated values
energy: -9440.4894 eV
LUMO energy: 0.929 eV
orbital gap: 10.02 eV

***

[2]
ORCA calculation (ωB97M-V with the def2-TZVPD basis set) on a molecular structure, CNO4S2Sr in a non-equilibrium geometry.

Cartesian coordinates (Å):
Sr 0.17 0.86 1.54
N -1.45 -2.17 0.25
S -2.49 -1.07 0.66
O -1.83 0.22 1.21
S 0.12 -2.32 0.26
O 0.84 -0.97 0.62
O 1.06 1.96 -0.47
C 1.57 1.75 -1.51
O 2.01 1.74 -2.57

Calculated values
charge: +1
energy: -33218.4276 eV
LUMO energy (alpha / beta): -4.382 / -4.382 eV
orbital gap (alpha / beta): 7.74 / 7.74 eV

***

[3]
ORCA calculation (ωB97M-V with the def2-TZVPD basis set) on 2 unconnected molecules or ions with the total composition C2H10NOS in a non-equilibrium geometry.

Cartesian coordinates (Å):
C -0.57 -0.69 -0.61
C -1.31 0.49 0.03
S -2.96 -0.02 0.46
N 0.84 -0.30 -1.02
H -1.08 -1.08 -1.48
H -0.47 -1.55 0.06
H -1.33 1.40 -0.58
H -0.79 0.79 0.97
H -3.52 1.19 0.72
H 1.35 -1.06 -1.46
H 1.28 0.00 -0.11
H 0.75 0.52 -1.62
H 3.07 0.71 1.44
H 2.41 -0.51 1.98
O 2.34 0.11 1.24

Calculated values
charge: +2
energy: -16589.6253 eV
multiplicity: 2
LUMO energy (alpha / beta): -7.915 / -13.121 eV
<S²>: 0.753
orbital gap (alpha / beta): 11.95 / 6.74 eV

***

[4]
ORCA calculation (ωB97M-V with the def2-TZVPD basis set) on C5H10S3 in the gas phase in a non-equilibrium geometry.

Cartesian coordinates (Å):
C 1.40 0.47 -2.52
C 1.65 -0.62 -1.47
C 1.26 -0.32 -0.06
S 2.15 -0.55 1.25
S -0.29 0.52 -0.11
C -0.81 0.83 1.54
C -1.81 -0.16 2.00
S -3.40 0.05 0.93
H 1.69 -0.04 -3.50
H 1.85 1.48 -2.48
H 0.33 0.70 -2.56
H 1.28 -1.67 -1.76
H 2.75 -0.82 -1.33
H -1.15 1.88 1.63
H 0.09 0.73 2.24
H -2.05 0.00 3.11
H -1.43 -1.21 2.15
H -3.51 -1.27 0.95

Calculated values
energy: -37851.6691 eV
LUMO energy: -0.004 eV
orbital gap: 8.66 eV

***

[5]
ORCA calculation (ωB97M-V with the def2-TZVPD basis set) on a molecular structure, H8LiO4.

Cartesian coordinates (Å):
Li 19.52 -0.46 -2.62
O 18.29 -0.60 -4.16
H 18.64 -0.71 -5.06
H 17.34 -0.54 -4.26
O 19.48 1.50 -2.14
H 19.86 1.80 -1.31
H 19.02 2.26 -2.51
O 19.34 -1.88 -1.20
H 19.69 -2.77 -1.34
H 19.05 -1.86 -0.28
O 21.49 -1.03 -3.67
H 22.26 -0.46 -3.71
H 21.73 -1.83 -4.14

Calculated values
charge: +1
energy: -8521.8151 eV
LUMO energy: -3.272 eV
orbital gap: 12.82 eV

***

[6]
ORCA calculation (ωB97M-V with the def2-TZVPD basis set) on C23H23ClN2O5S in the gas phase in a non-equilibrium geometry.

Cartesian coordinates (Å):
O 6.05 2.91 1.46
C 5.31 2.71 0.53
O 5.10 3.64 -0.42
C 4.57 1.46 0.29
C 4.70 0.42 1.22
C 4.02 -0.75 1.03
Cl 4.17 -2.04 2.19
C 3.17 -0.94 -0.08
C 3.07 0.10 -1.02
C 3.76 1.28 -0.82
C 2.22 -0.08 -2.25
C 0.96 0.75 -2.31
C -0.02 0.09 -2.90
C 0.41 -1.29 -3.30
C 1.68 -1.51 -2.47
C 1.37 -2.23 -1.13
C 0.10 -1.74 -0.48
C -1.08 -2.46 -0.66
C -2.27 -2.02 -0.12
C -2.29 -0.86 0.62
S -3.86 -0.26 1.24
O -4.61 -1.36 1.77
O -3.62 0.88 2.08
N -4.56 0.16 -0.23
C -4.11 1.44 -0.76
C -4.90 2.60 -0.14
O -6.29 2.41 -0.30
C -6.71 1.21 0.32
C -6.01 0.01 -0.31
C -1.13 -0.15 0.85
C 0.06 -0.59 0.31
N 2.52 -2.12 -0.27
H 5.61 4.43 -0.20
H 5.34 0.56 2.08
H 3.67 2.07 -1.55
H 2.83 0.20 -3.11
H 0.93 1.76 -1.94
H -1.01 0.46 -3.11
H 0.65 -1.30 -4.37
H -0.36 -2.04 -3.12
H 2.42 -2.12 -2.99
H 1.24 -3.29 -1.36
H -1.06 -3.38 -1.23
H -3.20 -2.56 -0.26
H -3.05 1.53 -0.54
H -4.26 1.42 -1.84
H -4.66 3.54 -0.64
H -4.65 2.67 0.93
H -7.79 1.16 0.16
H -6.49 1.24 1.39
H -6.26 -0.91 0.23
H -6.28 -0.09 -1.36
H -1.17 0.74 1.46
H 0.97 -0.03 0.49
H 2.55 -2.75 0.52

Calculated values
energy: -60799.8958 eV
LUMO energy: 0.342 eV
orbital gap: 8.70 eV

***

[7]
ORCA calculation (ωB97M-V with the def2-TZVPD basis set) on a molecular structure, H14HeO7.

Cartesian coordinates (Å):
He -5.34 -19.28 -1.90
O -4.02 -19.90 -4.11
H -3.55 -19.48 -4.82
H -4.07 -20.82 -4.36
O -6.88 -19.08 -4.10
H -5.99 -19.43 -4.19
H -7.29 -19.65 -3.44
O -4.93 -19.79 0.50
H -5.77 -19.59 0.10
H -4.67 -18.97 0.92
O -8.03 -18.84 -0.40
H -7.49 -18.09 -0.64
H -7.75 -19.54 -0.99
O -3.13 -20.62 -1.48
H -3.73 -20.28 -0.81
H -3.51 -20.33 -2.31
O -7.54 -21.16 -1.87
H -8.32 -21.57 -1.50
H -6.98 -21.89 -2.10
O -7.05 -16.48 -1.78
H -6.13 -16.23 -1.88
H -7.47 -16.15 -2.58

Calculated values
energy: -14638.8607 eV
LUMO energy: 0.154 eV
orbital gap: 10.63 eV

***

[8]
ORCA calculation (ωB97M-V with the def2-TZVPD basis set) on a molecular structure, C34H33BN12OPbS5Se in a non-equilibrium geometry.

Cartesian coordinates (Å):
Pb -1.63 -0.48 0.43
S -0.86 -3.35 -3.44
C -1.32 -4.25 -2.05
C -1.54 -3.45 -0.99
C -1.36 -2.07 -1.25
C -0.97 -1.81 -2.51
C -0.66 -0.52 -3.15
C -0.07 -0.38 -4.38
C 0.23 0.84 -4.86
C -0.07 1.93 -4.09
C -0.56 1.76 -2.83
N -0.93 0.55 -2.39
H -1.31 -5.30 -2.03
H -1.79 -3.83 -0.02
H 0.22 -1.29 -4.92
H 0.75 0.91 -5.80
H 0.31 2.88 -4.35
H -0.77 2.59 -2.11
O -4.44 -3.14 6.13
C -4.04 -2.71 5.06
S -2.33 -2.58 4.75
C -2.34 -2.33 3.02
C -3.58 -2.16 2.54
S -3.98 -1.91 0.84
S -4.93 -2.30 3.59
S -0.75 -2.28 2.28
B 1.42 5.91 0.82
N 1.28 4.69 1.75
C 0.16 4.04 2.14
C 0.56 3.10 3.11
C 1.98 3.25 3.14
N 2.37 4.20 2.29
N 2.45 5.65 -0.42
C 3.73 5.94 -0.40
C 4.35 5.28 -1.47
C 3.26 4.58 -2.08
N 2.13 4.83 -1.42
H 0.34 6.11 0.38
H 2.04 6.87 1.44
H -0.76 4.41 1.79
H 0.00 2.30 3.52
H 2.78 2.78 3.74
H 4.13 6.57 0.42
H 5.43 5.25 -1.59
H 3.12 4.06 -2.98
C -6.53 -0.59 -3.05
N -6.62 -0.11 -1.73
C -7.52 -0.47 -0.73
C -7.10 0.18 0.36
N -5.91 0.87 0.11
C -5.03 1.51 1.09
C -5.62 0.67 -1.21
Se -3.93 1.06 -1.97
H -7.40 -1.11 -3.40
H -5.82 -1.36 -3.13
H -6.24 0.23 -3.73
H -8.37 -1.10 -0.79
H -7.56 0.16 1.33
H -5.69 2.02 1.85
H -4.46 2.30 0.62
H -4.34 0.83 1.46
C 2.46 -2.31 -1.44
C 2.71 -1.00 -0.74
N 1.76 -0.18 -0.41
C 2.35 0.88 0.28
C 3.68 0.60 0.39
N 3.92 -0.62 -0.25
C 5.19 -1.31 -0.26
N 4.97 -2.61 0.34
N 5.75 -3.63 -0.04
N 5.54 -4.67 0.69
C 4.60 -4.29 1.62
C 4.02 -5.09 2.60
C 2.99 -4.59 3.38
C 2.59 -3.23 3.10
C 3.11 -2.43 2.15
C 4.18 -3.00 1.42
H 2.03 -3.03 -0.74
H 3.42 -2.65 -1.85
H 1.71 -2.16 -2.22
H 1.76 1.68 0.70
H 4.40 1.20 0.92
H 5.96 -0.72 0.29
H 5.54 -1.59 -1.25
H 4.34 -6.12 2.56
H 2.49 -5.16 4.18
H 1.90 -2.76 3.77
H 2.69 -1.45 2.05

Calculated values
charge: -2
energy: -181170.6582 eV
LUMO energy: 3.786 eV
orbital gap: 5.89 eV

***

[9]
ORCA calculation (ωB97M-V with the def2-TZVPD basis set) on a molecular structure, C36H32LuN6O9S3 in a non-equilibrium geometry.

Cartesian coordinates (Å):
Lu 0.05 0.68 0.35
C 0.30 -2.13 -3.35
C 0.69 -1.30 -2.16
N -0.22 -0.57 -1.58
N -1.50 -0.75 -2.13
C -2.49 -0.07 -1.64
S -2.58 1.13 -0.43
S -4.09 -0.47 -2.34
C -3.63 -0.91 -4.05
C -3.45 0.30 -4.94
C -2.27 1.04 -4.89
C -2.14 2.20 -5.65
C -3.18 2.63 -6.47
C -4.35 1.88 -6.52
C -4.48 0.73 -5.76
C 2.08 -1.37 -1.67
C 2.88 -2.46 -2.05
C 4.19 -2.61 -1.66
C 4.77 -1.61 -0.87
C 4.02 -0.52 -0.48
C 2.66 -0.39 -0.83
O 1.99 0.63 -0.36
H -0.35 -1.56 -4.01
H -0.28 -3.00 -3.04
H 1.17 -2.46 -3.91
H -4.44 -1.55 -4.41
H -2.72 -1.51 -3.97
H -1.46 0.74 -4.24
H -1.23 2.78 -5.58
H -3.08 3.54 -7.05
H -5.17 2.21 -7.16
H -5.41 0.16 -5.80
H 2.44 -3.25 -2.66
H 4.76 -3.48 -1.96
H 5.81 -1.69 -0.57
H 4.44 0.27 0.13
O -1.07 1.59 2.46
C -1.36 1.00 3.74
C -2.84 0.85 4.00
C -3.60 0.16 2.85
C -3.14 -1.24 2.48
C -3.67 -2.34 3.15
C -3.39 -3.62 2.70
C -2.60 -3.76 1.57
C -2.09 -2.62 0.98
N -2.31 -1.38 1.44
H -1.50 2.45 2.40
H -0.89 1.60 4.52
H -0.90 0.03 3.74
H -3.30 1.83 4.16
H -2.96 0.28 4.93
H -3.52 0.77 1.96
H -4.66 0.10 3.11
H -4.32 -2.18 4.01
H -3.79 -4.48 3.21
H -2.39 -4.74 1.15
H -1.46 -2.70 0.11
O 1.39 6.80 -0.62
C 2.02 6.38 0.45
O 2.75 7.11 1.10
C 1.82 4.96 0.89
C 2.43 4.44 2.00
N 2.01 3.18 2.15
N 1.15 2.83 1.18
C 1.03 3.88 0.40
C 0.25 3.68 -0.87
O 0.05 4.65 -1.62
O -0.13 2.49 -1.07
H 0.83 6.06 -1.04
H 3.14 4.90 2.67
H 2.40 2.47 2.76
O 3.46 1.09 3.31
C 2.84 0.08 3.00
N 1.53 0.05 2.59
S 1.05 -1.45 2.35
O 0.63 -1.54 0.94
O 0.09 -1.93 3.31
C 2.59 -2.26 2.64
C 2.91 -3.60 2.65
C 4.20 -3.93 3.05
C 5.11 -2.95 3.44
C 4.75 -1.60 3.43
C 3.47 -1.28 3.03
H 2.19 -4.36 2.35
H 4.50 -4.98 3.07
H 6.10 -3.24 3.75
H 5.44 -0.82 3.73

Calculated values
charge: -1
energy: -131355.0082 eV
LUMO energy: 2.145 eV
orbital gap: 7.05 eV

***

[10]
ORCA calculation (ωB97M-V with the def2-TZVPD basis set) on a gas-phase ion, C3H8NS (charge +1) in a non-equilibrium geometry.

Cartesian coordinates (Å):
C -0.85 0.27 -1.26
C 0.48 0.14 -0.58
S 1.17 -1.59 -0.57
C 0.19 0.74 0.74
N 0.22 -0.02 1.75
H -1.10 -0.70 -1.62
H -0.74 0.87 -2.08
H -1.66 0.66 -0.58
H 1.24 0.68 -1.11
H 0.30 -2.21 0.18
H -0.17 1.83 0.86
H 0.91 -0.90 1.49
H 0.01 0.23 2.79

Calculated values
charge: +1
energy: -15557.9010 eV
LUMO energy: -4.684 eV
orbital gap: 9.78 eV

***

[11]
ORCA calculation (ωB97M-V with the def2-TZVPD basis set) on a molecular structure, C9H22NO2PPd in a non-equilibrium geometry.

Cartesian coordinates (Å):
C -3.65 -3.54 0.70
C -3.04 -2.19 0.25
N -1.88 -2.49 -0.62
P -0.58 -1.26 -0.73
C -1.63 0.11 -1.50
C 0.57 -2.27 -1.66
C 0.85 0.40 -0.57
C 1.44 0.43 0.81
C 2.38 1.70 0.87
O 1.67 2.76 0.29
C 1.55 4.07 0.82
C 2.71 4.57 1.61
O 0.56 4.63 0.52
H -3.33 -3.77 1.71
H -4.73 -3.48 0.66
H -3.33 -4.36 0.06
H -3.79 -1.59 -0.27
H -2.68 -1.62 1.11
H -2.22 -2.70 -1.56
H -0.49 -1.26 0.66
H -1.06 0.64 -2.27
H -1.90 0.80 -0.70
H -2.51 -0.36 -1.92
H 0.12 -3.24 -1.86
H 1.47 -2.43 -1.02
H 0.84 -1.77 -2.59
H 0.42 1.38 -0.81
H 1.49 0.08 -1.44
H 1.99 -0.50 1.01
H 0.71 0.55 1.62
H 2.61 1.88 1.92
H 3.33 1.53 0.35
H 2.42 5.48 2.12
H 3.10 3.86 2.34
H 3.52 4.79 0.90
Pd 3.07 -0.84 -0.84

Calculated values
charge: +2
energy: -28020.4895 eV
LUMO energy: -11.685 eV
orbital gap: 4.68 eV

***

[12]
ORCA calculation (ωB97M-V with the def2-TZVPD basis set) on a molecular structure, C10H21ClI2N3OP2Sc in a non-equilibrium geometry.

Cartesian coordinates (Å):
I 2.38 -3.08 -1.58
I -1.79 -2.46 -1.08
Sc 0.64 -0.96 -1.36
P -0.07 0.21 -3.71
C -1.75 0.46 -4.36
C 0.58 1.91 -3.79
H 1.83 -0.85 -4.73
H 0.77 -0.13 -6.00
H 0.31 -1.65 -5.17
C 0.80 -0.68 -5.05
H 1.55 1.95 -3.27
H 0.68 2.21 -4.84
H -1.72 0.65 -5.44
H -2.21 1.32 -3.84
H -0.13 2.57 -3.27
H -2.35 -0.44 -4.15
C -1.01 0.69 -1.18
O -1.90 1.43 -1.13
Cl 2.42 0.61 -1.15
C 1.28 -0.50 4.07
N 1.16 0.76 3.31
C -0.15 1.38 3.56
N -1.29 0.47 3.27
C -1.13 -0.79 4.01
N 0.18 -1.43 3.75
C 0.26 -1.95 2.39
P 0.11 -0.55 1.17
C 1.43 0.57 1.89
C -1.44 0.25 1.83
H 1.22 -0.27 5.15
H 2.24 -0.97 3.83
H -0.25 2.26 2.91
H -0.20 1.67 4.62
H -1.94 -1.47 3.72
H -1.19 -0.59 5.09
H 1.23 -2.45 2.23
H -0.54 -2.68 2.21
H 1.45 1.54 1.38
H 2.43 0.12 1.76
H -2.30 -0.39 1.62
H -1.59 1.21 1.32

Calculated values
charge: +2
energy: -85217.0617 eV
LUMO energy (alpha / beta): -10.299 / -10.147 eV
orbital gap (alpha / beta): 4.90 / 5.09 eV